<A>
7
Properties=species:S:1:pos:R:3 method="wB97M-V/def2-TZVPD" total_charge=0 homo_ev=-10.8308 molar_mass_g_mol=70.1
N 0.491 0.209 2.176
C 0.548 -0.018 1.058
C 0.789 -0.159 -0.350
N -0.057 -0.121 -1.302
O -1.383 0.103 -0.976
H 1.792 -0.362 -0.670
H -1.788 -0.016 -1.883

***

<B>
7
Properties=species:S:1:pos:R:3 method="wB97M-V/def2-TZVPD" total_charge=0 homo_ev=-9.8613 molar_mass_g_mol=70.1
C -0.544 0.116 -0.861
C -1.470 -0.565 -1.379
N 0.860 1.467 0.465
N 0.180 0.846 -0.187
O -2.300 -1.209 -1.878
H 1.503 -0.409 2.280
H 1.771 -0.246 1.560

***

<C>
7
Properties=species:S:1:pos:R:3 method="wB97M-V/def2-TZVPD" smiles=c1cnon1 total_charge=0 homo_ev=-11.1733 molar_mass_g_mol=70.1
C 1.121 0.296 -0.084
C -0.093 1.074 0.123
N -1.165 0.376 -0.014
O -0.619 -0.864 -0.072
N 0.662 -0.956 0.105
H 2.071 0.637 -0.142
H 0.240 2.125 -0.147

***

Q: What are the energies relative to the best structure? A: <A> 0.0; <B> 31.7; <C> 34.7, in kcal/mol.

***

<A>
7
Properties=species:S:1:pos:R:3 method="wB97M-V/def2-TZVPD" total_charge=0 homo_ev=-9.5735 molar_mass_g_mol=70.1
O 0.473 1.476 0.169
C -0.492 1.107 -0.470
N -0.915 -0.202 -0.623
N -0.113 -0.965 0.030
C 0.756 -1.321 0.653
H -1.143 1.792 -1.012
H 1.434 -1.886 1.253

***

<B>
7
Properties=species:S:1:pos:R:3 method="wB97M-V/def2-TZVPD" total_charge=0 homo_ev=-9.8223 molar_mass_g_mol=70.1
O 1.000 -1.743 0.746
C 0.767 -0.762 0.087
C 0.159 0.450 0.737
N -1.234 0.338 0.806
N -1.276 1.150 -0.135
H 1.084 -0.655 -0.973
H -0.132 1.498 -0.201

***

<C>
7
Properties=species:S:1:pos:R:3 method="wB97M-V/def2-TZVPD" total_charge=0 homo_ev=-10.9284 molar_mass_g_mol=70.1
N 1.514 -0.929 -1.479
C 0.570 -0.519 -0.927
C -0.739 -0.225 -0.421
N -0.691 0.328 0.740
O 0.688 0.795 0.981
H -1.748 -0.410 -0.739
H 0.405 0.960 1.845

***

Q: What are the energies relative to the best structure? A: <A> 0.0; <B> 65.6; <C> 3.8, in kcal/mol.

***

<A>
7
Properties=species:S:1:pos:R:3 method="wB97M-V/def2-TZVPD" smiles=C#CO.N#N total_charge=0 homo_ev=-9.5684 molar_mass_g_mol=70.1
C 0.183 0.948 -0.112
C -0.445 -0.086 -0.229
O -0.961 -1.288 -0.430
H 0.165 1.964 0.268
H -0.578 -1.789 -1.263
N 3.020 -0.254 0.290
N 2.298 -0.460 -0.566

***

<B>
7
Properties=species:S:1:pos:R:3 method="wB97M-V/def2-TZVPD" total_charge=0 homo_ev=-9.3015 molar_mass_g_mol=70.1
O 0.675 1.769 0.211
C -0.336 1.108 0.049
C -0.328 -0.357 0.055
N 0.839 -0.992 0.101
N 1.391 -1.962 -0.057
H -1.296 1.643 -0.099
H -0.945 -1.209 -0.259

***

<C>
7
Properties=species:S:1:pos:R:3 method="wB97M-V/def2-TZVPD" smiles=N#CN1CO1 total_charge=0 homo_ev=-10.7017 molar_mass_g_mol=70.1
N -3.584 -0.587 -0.169
C -2.575 -0.082 0.013
N -1.541 0.569 0.546
C -0.110 0.329 0.026
O -0.825 1.433 -0.340
H 0.606 0.337 0.847
H -0.148 -0.399 -0.761

***

Q: What are the energies relative to the best structure? A: <A> 0.0; <B> 5.9; <C> 37.4, in kcal/mol.

***

<A>
18
Properties=species:S:1:pos:R:3 method="wB97M-V/def2-TZVPD" total_charge=+1 homo_ev=-14.3037 molar_mass_g_mol=104.1
C -0.826 -1.381 -1.188
C -0.008 -0.774 -0.106
C 2.356 0.246 0.538
C -0.900 0.700 0.710
C 1.078 0.008 -0.224
N -1.170 1.591 -0.274
F 0.924 0.896 -1.256
H -0.570 -1.136 -2.188
H -1.902 -1.130 -1.020
H 0.030 -1.433 0.680
H 2.807 1.158 0.245
H 3.225 -0.356 0.260
H 2.252 0.101 1.681
H -0.267 1.054 1.506
H -1.794 0.156 0.917
H -1.769 1.487 -1.072
H -0.766 -2.530 -0.993
H -0.304 2.053 -0.467

***

<B>
18
Properties=species:S:1:pos:R:3 method="wB97M-V/def2-TZVPD" total_charge=+1 homo_ev=-15.6072 molar_mass_g_mol=104.1
C 0.763 1.464 -0.702
C 1.536 0.815 0.446
C -0.088 0.339 -1.067
C 0.666 -0.286 0.933
C -0.731 -1.860 -0.323
N -0.069 -0.604 -0.276
F -2.661 0.898 0.375
H 0.175 2.382 -0.233
H 1.414 1.921 -1.432
H 2.536 0.640 0.028
H 1.658 1.580 1.211
H -3.606 0.907 0.250
H -0.653 0.440 -1.942
H 1.211 -1.196 1.244
H -0.124 0.018 1.570
H -1.226 -2.023 0.776
H -1.439 -1.815 -1.075
H -0.042 -2.619 -0.474

***

Q: What are the energies relative to the best structure? A: <A> 43.1; <B> 0.0, in kcal/mol.

***

<A>
15
Properties=species:S:1:pos:R:3 method="wB97M-V/def2-TZVPD" smiles=Nc1[nH]ncc1CS total_charge=0 homo_ev=-8.6562 molar_mass_g_mol=129.2
N 0.691 -1.816 -0.550
C 0.310 -0.479 -0.708
N 0.486 0.072 -1.948
N 0.101 1.338 -1.944
C -0.204 1.616 -0.712
C 0.016 0.543 0.131
C -0.189 0.275 1.772
S -1.971 0.254 2.147
H 0.661 -2.242 0.439
H 1.755 -1.937 -0.762
H 0.621 -0.486 -2.747
H -0.438 2.550 -0.334
H 0.214 -0.843 1.976
H 0.295 1.125 2.309
H -2.347 0.030 0.932

***

<B>
15
Properties=species:S:1:pos:R:3 method="wB97M-V/def2-TZVPD" smiles="[H]/N=C1/NN[C@@H]2C[C@@H]2S1" total_charge=0 homo_ev=-8.7707 molar_mass_g_mol=129.2
H 0.627 -0.035 3.363
N -0.234 0.346 2.851
C -0.080 0.174 1.556
N -0.965 0.659 0.637
N -0.421 1.283 -0.476
C 0.168 0.291 -1.379
C -0.558 -1.069 -1.220
C 0.952 -0.915 -0.870
S 1.438 -0.620 0.961
H -1.719 1.202 1.177
H 0.465 1.802 -0.139
H 0.606 0.710 -2.330
H -1.350 -0.981 -0.519
H -0.767 -1.528 -2.223
H 1.839 -1.317 -1.388

***

<C>
15
Properties=species:S:1:pos:R:3 method="wB97M-V/def2-TZVPD" smiles="[H]/N=C(/C=S)N(C)N=C" total_charge=0 homo_ev=-9.0830 molar_mass_g_mol=129.2
H -0.366 1.385 1.369
N -0.837 1.265 0.459
C -0.236 0.273 0.003
C -0.192 -0.202 -1.297
S -1.373 -0.136 -2.433
N 0.955 -0.427 0.699
C 0.112 -1.721 1.174
N 1.229 0.098 1.942
C 1.702 1.274 1.775
H 0.852 -0.493 -1.649
H 0.614 -2.502 1.894
H -0.757 -1.512 1.818
H -0.149 -2.469 0.430
H 1.835 1.784 0.717
H 2.193 1.679 2.723

***

<D>
15
Properties=species:S:1:pos:R:3 method="wB97M-V/def2-TZVPD" total_charge=0 homo_ev=-7.6884 molar_mass_g_mol=129.2
C 1.357 -1.263 -1.077
C 0.417 -0.515 -0.129
C -0.791 0.335 1.620
C -0.629 0.283 -0.625
H 2.368 -0.839 -1.566
H 0.618 -1.574 -2.146
H 1.373 -2.291 -0.683
H 1.342 -0.292 2.029
H -1.341 1.999 2.800
H -2.058 1.557 0.093
H 0.393 1.428 -2.463
N 0.121 -0.720 1.216
N -0.946 0.842 2.804
N -1.494 0.601 0.393
S -0.732 0.448 -2.266

***

Q: What are the energies relative to the best structure? A: <A> 0.0; <B> 32.1; <C> 72.6; <D> 100.1, in kcal/mol.

***

<A>
15
Properties=species:S:1:pos:R:3 method="wB97M-V/def2-TZVPD" smiles=NCSn1ccnc1 total_charge=0 homo_ev=-8.7218 molar_mass_g_mol=129.2
N 2.515 0.836 0.374
C 2.105 -0.265 -0.420
S 0.772 -1.481 0.144
N -0.689 -0.579 -0.012
C -1.985 -1.133 -0.088
C -2.856 -0.037 -0.063
N -2.163 1.090 0.056
C -0.903 0.759 0.032
H 1.897 1.576 0.486
H 2.857 0.626 1.322
H 3.006 -0.886 -0.591
H 1.735 0.019 -1.380
H -2.259 -2.206 -0.328
H -3.815 0.101 0.234
H -0.217 1.579 0.233

***

<B>
15
Properties=species:S:1:pos:R:3 method="wB97M-V/def2-TZVPD" smiles="CN/N=C1/CC=NS1" total_charge=0 homo_ev=-8.8800 molar_mass_g_mol=129.2
C 2.251 -0.567 0.547
N 1.765 -0.447 -0.831
N 0.816 0.691 -0.916
C -0.288 0.205 -0.448
C -1.398 1.044 0.148
C -2.690 0.116 -0.156
N -2.503 -1.121 -0.432
S -0.805 -1.450 -0.237
H 2.578 0.341 1.179
H 1.205 -0.993 1.012
H 3.117 -1.327 0.451
H 2.344 -0.168 -1.471
H -1.309 1.041 1.375
H -1.322 2.275 -0.208
H -3.760 0.360 -0.013

***

Q: What are the energies relative to the best structure? A: <A> 0.0; <B> 62.6, in kcal/mol.

***

<A>
15
Properties=species:S:1:pos:R:3 method="wB97M-V/def2-TZVPD" smiles="[H]/N=C/N(C=C)NC=S" total_charge=0 homo_ev=-8.5235 molar_mass_g_mol=129.2
H 0.179 3.068 -0.226
N -0.316 2.226 -0.047
C 0.537 1.300 0.043
N 0.091 0.010 0.281
C 0.969 -1.111 0.408
C 2.001 -1.255 -0.422
N -1.252 -0.120 0.607
C -2.228 -0.292 -0.342
S -3.817 -0.356 -0.057
H 1.617 1.338 -0.006
H 0.743 -1.781 1.234
H 2.191 -0.584 -1.287
H 2.621 -2.149 -0.368
H -1.504 0.172 1.524
H -1.832 -0.468 -1.344

***

<B>
15
Properties=species:S:1:pos:R:3 method="wB97M-V/def2-TZVPD" smiles="N[C@]12C[C@@H]1NNC2=S" total_charge=0 homo_ev=-8.0262 molar_mass_g_mol=129.2
N -1.167 0.816 0.616
C -0.376 0.403 -0.499
C -0.946 -0.863 -1.225
C 0.113 -1.219 -0.178
N 0.460 -0.990 1.284
N 1.269 0.288 1.022
C 0.994 0.819 -0.202
S 2.078 1.701 -1.131
H -1.981 1.191 0.336
H -0.812 1.616 1.212
H -2.031 -0.810 -1.071
H -0.618 -1.215 -2.105
H 1.057 -1.342 -0.695
H -0.407 -0.422 1.690
H 2.367 0.026 0.948

***

Q: What are the energies relative to the best structure? A: <A> 0.0; <B> 91.8, in kcal/mol.

***

<A>
6
Properties=species:S:1:pos:R:3 method="wB97M-V/def2-TZVPD" smiles="O=C(Br)NCl" total_charge=0 homo_ev=-10.3115 molar_mass_g_mol=158.4
O 0.909 -1.400 0.332
C 0.696 -0.298 -0.014
Br 1.899 1.128 -0.046
N -0.704 0.258 -0.438
Cl -2.037 -0.694 -0.096
H -0.763 1.006 0.262

***

<B>
6
Properties=species:S:1:pos:R:3 method="wB97M-V/def2-TZVPD" total_charge=0 homo_ev="-9.9149 / -8.0661" molar_mass_g_mol=158.4
C -0.539 1.224 -2.279
N -1.686 -0.611 0.672
O -1.200 1.359 -3.203
Cl -1.646 0.172 -0.808
Br 1.220 1.539 -1.879
H -2.502 -0.431 1.274

***

Q: What are the energies relative to the best structure? A: <A> 0.0; <B> 88.7, in kcal/mol.

***

<A>
12
Properties=species:S:1:pos:R:3 method="wB97M-V/def2-TZVPD" total_charge=0 homo_ev=-9.2422 molar_mass_g_mol=161.0
C -0.940 0.496 0.656
C 0.266 -0.230 1.199
C 1.492 0.215 0.899
C -0.147 -0.399 -2.039
F -0.735 0.479 -2.883
F -0.275 -1.572 -2.642
Cl 2.874 -0.439 1.668
Cl -1.760 -0.648 -0.621
H -1.679 0.671 1.439
H -0.744 1.430 0.279
H 0.108 -1.001 1.862
H 1.539 0.997 0.181

***

<B>
12
Properties=species:S:1:pos:R:3 method="wB97M-V/def2-TZVPD" smiles=F[C@@H]1C[C@H](Cl)[C@@]1(F)Cl total_charge=0 homo_ev=-11.0523 molar_mass_g_mol=161.0
F 0.371 1.747 1.035
C 0.653 0.841 0.038
C -0.528 0.469 -0.915
C -0.708 -0.769 -0.126
Cl -2.433 -1.021 0.671
C 0.569 -0.453 0.723
F 0.340 -0.313 2.083
Cl 1.949 -1.544 0.309
H 1.695 1.099 -0.492
H -1.280 1.248 -0.798
H -0.003 0.360 -1.890
H -0.625 -1.665 -0.638

***

Q: What are the energies relative to the best structure? A: <A> 47.6; <B> 0.0, in kcal/mol.